Record 1
Entry from the Open Molecules 2025 dataset: an isolated molecule of C5H7NO at a distorted geometry (wB97M-V/def2-TZVPD).

Output
Charge: 0
Gap between HOMO and LUMO, eV: 8.4478
SMILES: Cn1cccc1O
E_HOMO, eV: -7.670
Energy, hartree: -324.6573
Lowest unoccupied orbital energy, eV: 0.78

Geometry as XYZ:
```
14
C5H7NO wB97M-V/def2-TZVPD
C -1.781 0.131 0.556
N -0.408 -0.139 0.190
C 0.161 -1.389 -0.031
C 1.460 -1.194 -0.356
C 1.716 0.213 -0.456
C 0.523 0.812 -0.052
O 0.131 2.086 0.197
H -2.250 0.773 -0.200
H -1.824 0.628 1.530
H -2.309 -0.825 0.605
H -0.453 -2.274 -0.035
H 2.227 -1.917 -0.603
H 2.091 0.263 -1.466
H 0.890 2.675 0.112
```

Here are the natural (NBO) charges for atoms 1 to 6, given in e: C -0.40; N -0.35; C -0.11; C -0.24; C -0.52; C 0.49

---

Record 2
Entry from the Open Molecules 2025 dataset: an isolated molecule of C5H7NO (wB97M-V/def2-TZVPD).

Output
Charge: 0
Gap between HOMO and LUMO, eV: 9.5326
SMILES: N=C=CCCC=O
E_HOMO, eV: -8.634
Energy, hartree: -324.6543
Lowest unoccupied orbital energy, eV: 0.90

Geometry as XYZ:
```
14
C5H7NO wB97M-V/def2-TZVPD
N 1.881 -2.247 0.394
C 0.827 -1.638 0.510
O 1.496 0.900 -0.704
C 0.604 1.572 -0.250
C -0.823 1.141 -0.170
C -1.040 -0.341 -0.466
C -0.392 -1.157 0.622
H 2.725 -1.709 0.587
H -1.150 1.821 -0.978
H 0.772 2.622 0.075
H -1.291 1.473 0.771
H -0.597 -0.581 -1.438
H -2.111 -0.573 -0.525
H -0.902 -1.285 1.572
```

Here are the natural (NBO) charges for atoms 1 to 6, given in e: N -0.63; C 0.45; O -0.54; C 0.45; C -0.51; C -0.41

---

Record 3
Entry from the Open Molecules 2025 dataset: an isolated molecule of C5H7NO at a distorted geometry (wB97M-V/def2-TZVPD).

Output
Charge: 0
Gap between HOMO and LUMO, eV: 10.6020
E_HOMO, eV: -9.589
Energy, hartree: -324.5465
Lowest unoccupied orbital energy, eV: 1.01

Geometry as XYZ:
```
14
C5H7NO wB97M-V/def2-TZVPD
C 0.861 1.366 0.825
N 0.539 0.252 1.772
C 0.270 0.103 0.386
C -1.080 -0.326 -0.179
C -0.468 -0.428 -1.577
C 0.507 -1.071 -0.561
O -0.656 -1.718 0.073
H 0.235 2.259 0.751
H 1.899 1.438 1.087
H -0.276 0.477 2.322
H -2.083 -0.043 0.153
H -0.182 0.497 -2.085
H -0.972 -1.148 -2.225
H 1.408 -1.658 -0.740
```

Here are the natural (NBO) charges for atoms 1 to 6, given in e: C -0.30; N -0.57; C 0.05; C 0.06; C -0.41; C 0.08

---

Record 4
Entry from the Open Molecules 2025 dataset: an isolated molecule of C5H7NO at a distorted geometry (wB97M-V/def2-TZVPD).

Output
Charge: 0
Gap between HOMO and LUMO, eV: 8.4825
SMILES: Cn1cccc1O
E_HOMO, eV: -7.676
Energy, hartree: -324.6917
Lowest unoccupied orbital energy, eV: 0.81

Geometry as XYZ:
```
14
C5H7NO wB97M-V/def2-TZVPD
C -1.813 0.079 0.599
N -0.443 -0.207 0.228
C 0.053 -1.391 -0.297
C 1.340 -1.148 -0.703
C 1.669 0.189 -0.368
C 0.526 0.745 0.131
O 0.219 2.037 0.421
H -2.380 0.463 -0.262
H -1.822 0.833 1.395
H -2.292 -0.839 0.966
H -0.554 -2.290 -0.255
H 1.977 -1.677 -1.374
H 2.649 0.639 -0.436
H 0.872 2.567 -0.046
```

Here are the natural (NBO) charges for atoms 1 to 6, given in e: C -0.40; N -0.35; C -0.09; C -0.28; C -0.40; C 0.44

---

Record 5
Entry from the Open Molecules 2025 dataset: a structure of composition C5H7NO at a distorted geometry (wB97M-V/def2-TZVPD).

Output
Charge: 0
Gap between HOMO and LUMO, eV: 10.2997
E_HOMO, eV: -9.444
Energy, hartree: -324.5172
Lowest unoccupied orbital energy, eV: 0.86

Geometry as XYZ:
```
14
C5H7NO wB97M-V/def2-TZVPD
C -0.198 -2.301 -0.134
N 1.230 -1.205 -0.849
C 0.642 -0.120 -0.666
O -0.690 -0.176 -0.262
C -0.746 1.198 0.006
C 0.268 1.555 1.025
C 0.663 1.394 -0.443
H -0.259 -2.874 -1.034
H 0.447 -2.599 0.671
H -1.231 -2.123 0.265
H -1.692 1.655 -0.226
H 0.613 0.816 1.748
H 0.215 2.574 1.391
H 1.077 2.184 -1.049
```

Here are the natural (NBO) charges for atoms 1 to 6, given in e: C -0.38; N -0.43; C 0.48; O -0.53; C 0.07; C -0.42

---

Record 6
Entry from the Open Molecules 2025 dataset: an isolated molecule of C5H7NO at a distorted geometry (wB97M-V/def2-TZVPD).

Output
Charge: 0
Gap between HOMO and LUMO, eV: 9.3798
SMILES: Cc1cocc1N
E_HOMO, eV: -8.476
Energy, hartree: -324.6492
Lowest unoccupied orbital energy, eV: 0.90

Geometry as XYZ:
```
14
C5H7NO wB97M-V/def2-TZVPD
C 0.443 0.582 -1.677
C 0.316 0.482 -0.191
C 0.878 1.305 0.741
O 0.624 0.933 2.005
C -0.329 -0.303 1.871
C -0.433 -0.488 0.547
N -1.220 -1.615 0.230
H 0.399 1.624 -2.004
H -0.373 0.041 -2.164
H 1.386 0.160 -2.044
H 1.444 2.215 0.486
H -0.216 -1.158 2.547
H -0.762 -2.359 -0.265
H -2.156 -1.418 -0.081
```

Here are the natural (NBO) charges for atoms 1 to 6, given in e: C -0.63; C -0.17; C 0.17; O -0.45; C 0.03; C 0.08